{"formula": "C23H24F6N3OP2SSc", "method": "ωB97M-V/def2-TZVPD", "symbols": ["Sc", "O", "N", "C", "C", "C", "C", "C", "C", "C", "P", "C", "C", "C", "C", "C", "C", "C", "C", "C", "C", "C", "C", "H", "H", "H", "H", "H", "H", "H", "H", "H", "H", "H", "H", "H", "H", "H", "H", "S", "C", "N", "C", "C", "C", "N", "H", "H", "H", "H", "H", "H", "H", "H", "F", "P", "F", "F", "F", "F", "F"], "coordinates": [[0.33, -0.29, 1.02], [-0.85, 1.02, 2.43], [-1.12, 1.34, 1.05], [-1.77, 2.43, 0.87], [-2.14, 2.94, -0.43], [-2.66, 4.23, -0.43], [-3.06, 4.85, -1.62], [-2.96, 4.15, -2.81], [-2.46, 2.85, -2.82], [-2.04, 2.23, -1.65], [-1.46, 0.54, -1.80], [-2.13, -0.28, -3.19], [-1.34, -0.86, -4.20], [-1.96, -1.49, -5.26], [-3.35, -1.57, -5.31], [-4.14, -1.01, -4.31], [-3.54, -0.37, -3.25], [0.33, 0.41, -1.66], [1.13, 1.55, -1.47], [2.50, 1.45, -1.54], [3.10, 0.22, -1.80], [2.33, -0.93, -1.93], [0.94, -0.85, -1.86], [-1.62, 0.53, 2.78], [-2.07, 3.00, 1.75], [-2.75, 4.78, 0.50], [-3.45, 5.85, -1.60], [-3.27, 4.61, -3.73], [-2.41, 2.32, -3.76], [-0.27, -0.77, -4.19], [-1.37, -1.91, -6.06], [-3.83, -2.07, -6.15], [-5.22, -1.08, -4.36], [-4.15, 0.06, -2.46], [0.66, 2.52, -1.33], [3.11, 2.34, -1.43], [4.18, 0.15, -1.88], [2.80, -1.89, -2.12], [0.34, -1.74, -2.00], [2.60, 0.35, 1.65], [2.98, -0.57, 3.12], [3.43, -1.80, 3.02], [3.86, -2.60, 4.19], [3.13, -2.11, 5.42], [3.28, -0.60, 5.55], [2.86, 0.03, 4.29], [3.55, -2.18, 2.10], [4.94, -2.51, 4.30], [3.62, -3.64, 3.97], [3.54, -2.59, 6.31], [2.07, -2.37, 5.36], [4.31, -0.32, 5.76], [2.65, -0.20, 6.34], [2.57, 1.00, 4.29], [0.27, -1.66, 2.68], [-0.59, -2.90, 1.82], [0.47, -3.93, 2.25], [-1.34, -3.77, 0.80], [-1.56, -3.06, 3.01], [0.48, -2.34, 0.54], [-1.47, -1.50, 1.27]], "mulliken_spin": [-0.012, 0.005, 0.016, -0.006, -0.022, 0.016, 0.023, -0.008, 0.058, 0.046, 0.393, 0.107, 0.042, -0.007, 0.102, -0.021, 0.077, 0.119, 0.027, -0.003, 0.039, -0.011, 0.014, 0.000, 0.000, 0.001, 0.000, 0.002, 0.004, 0.000, 0.002, 0.002, 0.000, -0.002, 0.000, 0.001, 0.000, 0.001, -0.005, -0.001, 0.000, 0.000, 0.000, 0.000, 0.000, 0.000, 0.000, 0.000, 0.000, 0.000, 0.000, 0.000, 0.000, 0.000, 0.000, 0.001, 0.000, 0.000, 0.000, 0.000, 0.001], "de_lowest_kcal_mol": 0.0, "homo_ev": [-17.08, -17.81], "total_charge": 3, "spin_multiplicity": 2, "gap_ev": [7.33, 6.25]}

{"formula": "C70H71As2BaN3OPS", "method": "ωB97M-V/def2-TZVPD", "symbols": ["Ba", "C", "C", "C", "C", "C", "C", "C", "C", "C", "C", "N", "C", "C", "C", "C", "C", "N", "H", "H", "H", "H", "H", "H", "H", "H", "H", "H", "H", "H", "H", "H", "H", "H", "H", "S", "C", "C", "C", "C", "C", "C", "As", "C", "C", "C", "C", "C", "C", "C", "C", "C", "C", "C", "C", "H", "H", "H", "H", "H", "H", "H", "H", "H", "H", "H", "H", "H", "H", "O", "P", "C", "C", "C", "C", "C", "C", "C", "C", "C", "C", "C", "C", "C", "C", "C", "C", "C", "C", "H", "H", "H", "H", "H", "H", "H", "H", "H", "H", "H", "H", "H", "H", "H", "C", "C", "As", "C", "C", "C", "C", "H", "H", "H", "H", "H", "H", "H", "H", "H", "H", "H", "H", "H", "H", "H", "N", "C", "C", "C", "C", "C", "C", "C", "C", "C", "C", "C", "C", "C", "H", "H", "H", "H", "H", "H", "H", "H", "H", "H"], "coordinates": [[-0.46, -0.49, -0.58], [3.73, 1.83, 2.24], [2.77, 0.65, 2.08], [2.96, -0.47, 3.07], [3.36, -0.26, 4.37], [3.48, -1.31, 5.27], [3.18, -2.59, 4.86], [2.78, -2.86, 3.55], [2.44, -4.29, 3.19], [3.68, -5.19, 3.16], [2.67, -1.79, 2.64], [2.18, -1.96, 1.35], [2.72, -2.77, 0.51], [2.19, -3.04, -0.78], [2.76, -3.91, -1.73], [1.89, -3.91, -2.82], [0.85, -3.03, -2.47], [1.03, -2.51, -1.25], [3.58, 2.53, 1.42], [4.77, 1.48, 2.21], [3.59, 2.37, 3.18], [2.89, 0.25, 1.07], [1.74, 1.00, 2.14], [3.59, 0.75, 4.71], [3.80, -1.12, 6.29], [3.25, -3.42, 5.56], [1.94, -4.33, 2.22], [1.74, -4.68, 3.94], [4.38, -4.86, 2.39], [3.39, -6.22, 2.94], [4.19, -5.17, 4.12], [3.66, -3.29, 0.76], [3.68, -4.48, -1.61], [2.00, -4.45, -3.74], [-0.03, -2.78, -3.05], [-3.01, 0.10, 0.55], [-4.34, -0.89, 0.07], [-5.65, -0.41, 0.11], [-6.71, -1.24, -0.20], [-6.49, -2.56, -0.57], [-5.19, -3.05, -0.59], [-4.11, -2.24, -0.26], [-2.25, -2.79, -0.14], [-2.08, -2.59, 1.79], [-0.83, -2.27, 2.33], [-0.67, -2.08, 3.70], [-1.76, -2.22, 4.55], [-3.00, -2.56, 4.02], [-3.16, -2.74, 2.66], [-2.59, -4.71, -0.26], [-2.78, -5.23, -1.54], [-3.13, -6.55, -1.74], [-3.27, -7.39, -0.64], [-3.05, -6.90, 0.64], [-2.71, -5.57, 0.82], [-5.82, 0.62, 0.38], [-7.72, -0.85, -0.16], [-7.32, -3.21, -0.82], [-5.03, -4.09, -0.85], [0.03, -2.17, 1.69], [0.30, -1.83, 4.10], [-1.64, -2.08, 5.61], [-3.85, -2.68, 4.69], [-4.14, -2.99, 2.26], [-2.67, -4.57, -2.40], [-3.30, -6.94, -2.73], [-3.55, -8.43, -0.78], [-3.16, -7.56, 1.49], [-2.54, -5.19, 1.82], [-0.28, 1.72, 1.90], [-0.83, 2.71, 2.87], [-0.22, 4.38, 2.48], [-0.39, 5.47, 3.34], [0.17, 6.69, 3.01], [0.92, 6.83, 1.85], [1.09, 5.75, 1.00], [0.53, 4.52, 1.32], [-0.21, 2.42, 4.56], [1.16, 2.17, 4.69], [1.71, 1.96, 5.94], [0.90, 2.01, 7.07], [-0.45, 2.27, 6.95], [-1.01, 2.49, 5.69], [-2.63, 2.78, 3.05], [-3.25, 1.63, 3.52], [-4.63, 1.60, 3.68], [-5.38, 2.71, 3.32], [-4.76, 3.85, 2.82], [-3.39, 3.89, 2.69], [-0.96, 5.36, 4.25], [0.03, 7.54, 3.67], [1.36, 7.79, 1.60], [1.67, 5.86, 0.09], [0.66, 3.66, 0.68], [1.77, 2.12, 3.80], [2.77, 1.76, 6.04], [1.33, 1.84, 8.05], [-1.08, 2.31, 7.83], [-2.07, 2.69, 5.60], [-2.65, 0.76, 3.78], [-5.11, 0.70, 4.04], [-6.46, 2.68, 3.41], [-5.36, 4.70, 2.52], [-2.89, 4.77, 2.31], [3.91, 3.67, -2.71], [4.53, 2.42, -2.09], [3.24, 0.93, -1.74], [4.65, -0.27, -1.03], [5.66, -0.84, -2.02], [3.15, 0.20, -3.58], [2.03, 0.85, -4.39], [4.60, 4.51, -2.68], [3.00, 3.95, -2.16], [3.63, 3.50, -3.75], [4.95, 2.68, -1.12], [5.35, 2.07, -2.72], [4.13, -1.10, -0.55], [5.17, 0.29, -0.25], [5.18, -1.57, -2.68], [6.47, -1.35, -1.49], [6.11, -0.06, -2.64], [2.94, -0.87, -3.46], [4.11, 0.32, -4.07], [1.07, 0.64, -3.91], [2.01, 0.45, -5.41], [2.16, 1.93, -4.45], [-0.78, 0.34, -2.81], [-1.77, 0.63, -3.52], [-3.11, 1.13, -3.04], [-3.20, 2.23, -2.20], [-4.44, 2.70, -1.78], [-5.60, 2.04, -2.17], [-5.52, 0.92, -2.98], [-4.28, 0.47, -3.42], [-1.74, 0.49, -5.03], [-0.97, -0.52, -5.61], [-0.91, -0.66, -6.99], [-1.61, 0.21, -7.81], [-2.36, 1.23, -7.25], [-2.43, 1.36, -5.87], [-2.29, 2.73, -1.90], [-4.50, 3.57, -1.14], [-6.56, 2.39, -1.82], [-6.42, 0.40, -3.26], [-4.22, -0.41, -4.05], [-0.43, -1.19, -4.95], [-0.33, -1.47, -7.42], [-1.56, 0.10, -8.89], [-2.90, 1.92, -7.89], [-3.03, 2.15, -5.43]], "lowdin_charge": [1.391, -0.093, -0.213, -0.138, -0.068, -0.087, -0.064, -0.187, -0.206, -0.096, -0.194, 0.063, -0.137, -0.371, -0.077, -0.118, -0.239, -0.171, 0.065, 0.078, 0.053, 0.045, 0.074, 0.076, 0.095, 0.109, 0.097, 0.113, 0.065, 0.069, 0.064, 0.133, 0.091, 0.076, 0.079, 0.467, -0.706, -0.138, -0.111, -0.114, -0.110, -0.418, 1.168, -0.439, -0.142, -0.064, -0.095, -0.091, -0.119, -0.376, -0.136, -0.096, -0.106, -0.093, -0.093, 0.088, 0.094, 0.088, 0.089, 0.033, 0.098, 0.096, 0.097, 0.111, 0.103, 0.098, 0.094, 0.097, 0.092, -0.378, 0.792, -0.267, -0.084, -0.086, -0.087, -0.073, -0.060, -0.240, -0.056, -0.074, -0.077, -0.082, -0.076, -0.291, -0.127, -0.073, -0.081, -0.082, -0.071, 0.112, 0.100, 0.100, 0.101, 0.106, 0.071, 0.091, 0.101, 0.100, 0.100, 0.106, 0.108, 0.101, 0.100, 0.101, -0.190, -0.449, 1.220, -0.441, -0.172, -0.442, -0.186, 0.059, 0.051, 0.050, 0.048, 0.051, 0.018, 0.054, 0.060, 0.065, 0.050, 0.055, 0.059, 0.006, 0.066, 0.048, -0.225, -0.419, -0.215, -0.069, -0.098, -0.118, -0.095, -0.041, -0.177, -0.049, -0.095, -0.115, -0.099, -0.041, 0.110, 0.096, 0.096, 0.100, 0.121, 0.096, 0.095, 0.090, 0.093, 0.112], "de_lowest_kcal_mol": 29.4, "homo_ev": -4.26, "total_charge": -1, "gap_ev": 6.37}

{"formula": "AgClF4N2O8S4", "method": "ωB97M-V/def2-TZVPD", "symbols": ["Ag", "Cl", "N", "S", "O", "O", "F", "S", "O", "O", "F", "N", "S", "O", "O", "F", "S", "O", "O", "F"], "coordinates": [[-16.59, 21.18, -23.69], [-16.72, 21.04, -20.97], [-16.02, 19.71, -25.44], [-15.14, 20.22, -26.78], [-15.90, 20.72, -27.98], [-13.93, 19.41, -27.13], [-14.52, 21.59, -26.13], [-15.97, 18.23, -25.79], [-15.00, 17.34, -25.24], [-16.43, 17.75, -27.12], [-17.30, 17.79, -25.03], [-16.93, 23.44, -23.76], [-18.47, 24.28, -23.63], [-19.20, 24.32, -24.88], [-18.55, 25.42, -22.75], [-19.34, 23.16, -22.85], [-16.11, 24.69, -24.08], [-15.66, 25.53, -22.96], [-16.11, 25.20, -25.45], [-14.79, 23.76, -24.23]], "mulliken_spin": [0.051, 0.925, 0.002, 0.000, 0.000, 0.000, 0.000, -0.001, 0.000, 0.000, 0.000, 0.012, 0.001, 0.001, 0.001, 0.000, 0.001, 0.001, 0.005, 0.000], "homo_ev": [-7.92, -7.91], "total_charge": -1, "spin_multiplicity": 2, "gap_ev": [9.26, 4.61]}

{"formula": "C4H7NO2", "method": "ωB97M-V/def2-TZVPD", "symbols": ["C", "C", "N", "O", "C", "C", "O", "H", "H", "H", "H", "H", "H", "H"], "coordinates": [[-1.39, -1.04, -0.34], [-0.37, 0.04, -0.11], [-0.62, 1.10, 0.57], [-1.93, 1.10, 1.04], [1.02, -0.14, -0.62], [2.14, 0.51, 0.04], [1.99, -0.89, 0.18], [-2.29, -0.63, -0.82], [-0.97, -1.83, -0.96], [-1.70, -1.46, 0.62], [-2.01, 1.95, 1.49], [1.26, -0.63, -1.55], [2.98, 0.91, -0.52], [1.91, 1.00, 0.98]], "lowdin_charge": [-0.024, -0.288, 0.047, -0.055, -0.218, -0.137, -0.050, 0.086, 0.082, 0.091, 0.100, 0.144, 0.113, 0.107], "smiles": "C/C(=N\\O)[C@H]1CO1", "de_lowest_kcal_mol": 90.1, "homo_ev": -9.86, "gap_ev": 10.80}